[1]
DFT (wB97M-V/def2-TZVPD) results for a single C2H3N3O2 molecule in a non-equilibrium geometry.

The geometry in XYZ format:
```
10
Properties=species:S:1:pos:R:3:forces:R:3:lowdin_charge:R:1
O 1.17926 -1.00382 -1.68047 -0.624 -0.249 -1.209 -0.12
N -0.02494 -0.19370 -1.66961 1.041 -0.052 1.638 0.06
C -0.19116 0.10729 -0.41295 0.804 -1.088 -3.223 -0.45
N -1.21585 0.93393 -0.02156 0.026 -0.026 2.608 0.16
C -1.12922 0.87881 1.27763 0.464 -0.002 -2.356 -0.14
O -0.15385 0.07964 1.76908 0.103 0.831 1.369 -0.01
N 0.52924 -0.44420 0.65655 -0.325 0.033 -0.369 0.10
H 1.16484 -1.40716 -2.58070 -0.012 0.567 1.058 0.10
H -1.73251 1.49272 1.92625 0.065 -0.428 0.504 0.14
H 1.57420 -0.44351 0.73579 -1.543 0.415 -0.020 0.18
```
Forces are in eV/Å.

Calculated values
* LUMO energy: 0.69 eV
* structure (SMILES): O/N=c1/nco[nH]1
* maximum force: 3.5 eV/A
* total charge: 0
* orbital gap: 9.23 eV

[2]
DFT (wB97M-V/def2-TZVPD) results for 2 unconnected molecules or ions with the total composition C2H3N3O2 in a non-equilibrium geometry.

The geometry in XYZ format:
```
10
Properties=species:S:1:pos:R:3:forces:R:3:lowdin_charge:R:1
C 0.25690 -1.27657 0.12587 1.107 -2.120 -0.349 -0.14
C -0.18908 0.00557 0.26220 -4.735 3.870 -1.139 -0.16
N 1.50291 -1.39769 -0.25840 0.360 0.324 0.117 -0.02
N -2.38812 0.05770 -0.25097 2.206 -2.617 0.918 0.01
N 0.41919 1.05510 0.29395 2.027 0.986 0.119 0.03
O 2.33155 -0.50943 -0.43321 -1.001 -1.135 0.194 0.07
O 0.27292 2.34481 -0.17626 -2.853 -2.668 -0.907 0.06
H -0.46170 -2.08101 0.16891 0.719 -0.378 -0.025 0.10
H -2.58115 -1.04101 -0.09248 0.504 2.618 -0.347 -0.04
H 0.83658 2.84253 0.36039 1.666 1.121 1.418 0.08
```
Forces are in eV/Å.

Calculated values
* LUMO energy (spin up / spin down): -2.02 / -0.85 eV
* maximum force: 6.2 eV/A
* total charge: 0
* orbital gap (spin up / spin down): 6.72 / 7.71 eV

[3]
DFT (wB97M-V/def2-TZVPD) results for a single C2H3N3O2 molecule in a non-equilibrium geometry.

The geometry in XYZ format:
```
10
Properties=species:S:1:pos:R:3:forces:R:3:lowdin_charge:R:1
H -2.88677 -0.65779 0.28530 2.247 2.387 -0.653 0.11
N -2.28873 0.09018 -0.28111 2.926 -2.581 -0.851 0.12
C -0.99091 -0.21500 -0.31565 -5.802 0.264 -2.339 -0.41
N -0.39744 -0.92508 0.71258 -4.611 -0.748 -0.063 0.14
C 0.78589 -0.76693 0.64814 3.256 2.107 -3.166 -0.15
N 1.25247 -0.00761 -0.58004 -0.321 2.438 -0.043 0.05
O 1.39926 1.44281 0.16967 0.617 -0.036 -3.245 -0.14
O -0.07241 0.00429 -1.51399 0.721 0.344 7.139 -0.01
H 1.38362 -1.18070 1.36527 2.503 -0.528 1.339 0.11
H 1.81501 2.21583 -0.49018 -1.537 -3.648 1.883 0.17
```
Forces are in eV/Å.

Calculated values
* LUMO energy: -0.65 eV
* structure (SMILES): [H]/N=c1\ncn(O)o1
* maximum force: 7.2 eV/A
* total charge: 0
* orbital gap: 9.62 eV

[4]
DFT (wB97M-V/def2-TZVPD) results for a molecular structure, C2H3N3O2S in a non-equilibrium geometry.

The geometry in XYZ format:
```
11
Properties=species:S:1:pos:R:3:forces:R:3:lowdin_charge:R:1
C 0.26689 -0.78787 0.88506 1.867 2.371 -1.711 -0.83
C 0.24070 0.89391 -0.61535 -2.904 -0.656 -1.366 -0.47
H 1.09075 -1.91434 2.93208 -2.425 -0.788 -3.248 0.10
H 0.01934 2.16656 -2.39367 -1.996 -2.140 4.390 0.19
H -1.56783 0.05179 -1.51511 -2.235 0.843 3.822 0.27
N 1.43306 -0.18391 1.02340 -1.000 0.535 -1.017 0.10
N -0.55912 1.54828 -1.44772 4.384 1.387 -3.658 0.04
N -0.46012 -0.29830 -0.20019 -0.032 0.952 2.617 -0.13
O 1.42155 0.95335 -0.01556 -1.257 -0.935 0.371 0.03
O -1.93149 -0.15832 -0.28758 4.219 -0.866 -4.310 -0.10
S 0.04628 -2.27115 1.63464 1.380 -0.703 4.110 0.80
```
Forces are in eV/Å.

Calculated values
* LUMO energy: -0.60 eV
* maximum force: 6.1 eV/A
* total charge: 0
* orbital gap: 8.89 eV

[5]
DFT (wB97M-V/def2-TZVPD) results for a single C2H3N3O3 molecule in a non-equilibrium geometry.

The geometry in XYZ format:
```
11
Properties=species:S:1:pos:R:3:forces:R:3:lowdin_charge:R:1
C 2.62139 0.09778 -0.17556 1.483 -2.460 -0.101 -0.07
O 1.41983 -0.03085 0.61687 -0.206 0.504 -0.772 -0.11
N 0.35957 -0.15364 -0.24549 -1.532 2.839 -0.877 -0.10
O -0.22702 -1.36780 -0.17768 -0.228 -1.281 0.362 -0.02
N -1.58180 -1.21684 0.04056 -1.437 0.662 0.424 0.07
N -1.96647 -0.02965 0.13576 2.221 -2.350 -0.622 0.14
C -0.77716 0.78766 -0.05182 -0.612 -1.880 0.653 -0.42
O -0.88665 1.94553 -0.07721 1.401 2.070 -0.232 0.17
H 2.69646 -0.81306 -0.94638 -0.203 1.856 1.787 0.12
H 2.76354 1.03134 -0.80328 -0.444 -0.788 1.361 0.10
H 3.34628 -0.10503 0.70232 -0.441 0.829 -1.984 0.12
```
Forces are in eV/Å.

Calculated values
* LUMO energy: -0.57 eV
* structure (SMILES): COn1onnc1=O
* maximum force: 3.3 eV/A
* total charge: 0
* orbital gap: 9.97 eV

[6]
DFT (wB97M-V/def2-TZVPD) results for 2 unconnected molecules or ions with the total composition C2H3N3O3 in a non-equilibrium geometry.

The geometry in XYZ format:
```
11
Properties=species:S:1:pos:R:3:forces:R:3:lowdin_charge:R:1
C -0.37988 -0.37754 -0.08106 2.689 0.451 -0.693 -0.34
C 0.49865 -1.41318 0.24163 4.210 -1.864 1.502 -0.07
H -3.25175 -0.00545 -0.19543 -4.074 -2.243 0.110 0.07
H 0.14519 -2.39930 0.77018 1.155 2.106 -1.422 0.17
H 1.27394 2.59887 0.38489 -3.766 -4.284 0.740 0.34
N -1.55388 -0.64241 0.06498 -2.488 -3.909 0.929 0.03
N 1.75323 -1.01529 0.09120 -2.805 -0.762 0.278 0.14
N 0.40766 0.76558 -0.46448 -2.788 -0.198 -1.504 -0.21
O -2.40200 0.26092 -0.14620 1.178 6.508 -1.075 0.09
O 1.64045 0.31902 -0.44901 4.538 -2.981 -1.399 -0.12
O 0.37042 1.51945 0.62460 2.152 7.177 2.532 -0.09
```
Forces are in eV/Å.

Calculated values
* LUMO energy: -0.45 eV
* maximum force: 7.9 eV/A
* total charge: 0
* orbital gap: 8.54 eV

> Which value of maximum force does entry 4 give?

6.1 eV/A